1.
ORCA calculation (ωB97M-V/def2-TZVPD) on a structure of composition C22H20N4OPRhS.

Each line ends with the Löwdin charge.
Element x y z (Å)
Rh  1.474  -0.026  0.097  0.623
N  1.690  4.970  0.789  0.169
C  1.756  -2.133  1.109  -0.186
C  -1.942  -0.250  0.330  -0.338
C  -4.097  0.498  -0.433  -0.041
H  -2.846  -0.840  -1.541  0.105
H  -1.829  -4.624  -3.231  0.127
C  2.000  2.781  1.208  -0.722
H  -3.348  1.851  2.586  0.122
C  -0.442  -2.140  -1.429  -0.297
C  -2.950  -0.253  -0.639  -0.067
C  -1.348  -3.137  -1.771  -0.042
H  -4.884  0.492  -1.174  0.123
H  -2.198  -3.368  -1.143  0.126
H  1.582  1.932  -1.672  0.139
C  0.391  -1.869  1.442  -0.322
C  -4.237  1.247  0.727  -0.031
C  2.702  -2.306  2.134  -0.039
C  0.583  4.891  -1.426  0.020
H  0.099  -4.124  -4.681  0.128
C  1.592  -0.813  -1.751  -0.392
H  2.616  4.298  2.512  0.180
H  3.014  -2.402  4.245  0.129
C  0.656  -1.866  -2.246  -0.208
H  3.731  -2.531  1.885  0.132
C  0.866  -2.572  -3.424  0.025
C  -0.044  -3.561  -3.769  -0.008
C  -1.137  -3.842  -2.950  -0.017
S  2.435  1.302  1.907  0.716
C  0.954  -2.029  3.763  -0.009
C  1.211  4.316  -0.214  -0.295
H  1.722  -2.350  -4.047  0.137
C  -3.230  1.264  1.686  -0.045
C  0.005  -1.810  2.778  -0.061
H  0.049  1.933  -1.035  0.138
N  1.041  1.867  -0.806  0.060
H  -5.138  1.824  0.886  0.125
H  0.588  5.973  -1.331  0.105
P  -0.428  -1.125  0.034  1.041
N  1.382  2.952  0.018  -0.063
C  2.298  -2.246  3.450  -0.028
N  2.170  4.021  1.650  0.074
H  -1.021  -1.594  3.048  0.118
O  2.511  -0.355  -2.362  0.102
H  -1.288  0.551  2.235  0.101
H  2.032  -2.478  0.122  0.114
C  -2.078  0.524  1.491  -0.090
H  0.646  -2.021  4.801  0.131
H  1.138  4.620  -2.325  0.098
H  -0.451  4.559  -1.534  0.094

- DFT total energy (a.u.) = -1994.1772
- net charge = +2
- lowest unoccupied orbital energy (eV) = -6.97
- HOMO (Ha) = -0.5439


2.
ORCA calculation (ωB97M-V/def2-TZVPD) on a structure of composition C22H21BIrN6 at a distorted geometry.

Each line ends with the Mulliken spin population.
Element x y z (Å)
H  2.007  0.795  -1.184  -0.003
H  0.781  0.073  5.139  0.000
N  -2.639  0.028  -0.782  -0.004
Ir  -0.568  0.079  -0.781  0.748
H  2.808  -2.279  -4.433  0.003
H  -2.182  0.046  2.027  0.004
H  1.460  2.692  -0.475  0.001
C  3.366  0.090  1.027  -0.002
C  2.068  -4.387  -1.895  0.023
H  -5.558  -1.397  -0.397  0.001
C  0.998  -3.710  -1.343  0.000
C  2.315  -2.675  -3.553  0.020
C  -1.149  0.050  2.358  -0.018
H  1.830  -0.822  -1.114  0.009
H  -3.537  2.942  -1.800  0.000
C  1.266  -1.966  -2.985  -0.013
H  0.931  -1.035  -3.428  -0.016
H  4.850  0.117  2.587  0.000
H  -1.617  0.060  4.459  0.000
C  -4.712  -0.737  -0.476  0.002
C  -0.514  -1.739  -1.269  0.233
N  -0.601  2.270  -0.573  -0.015
H  3.558  -4.426  -3.450  -0.003
H  -2.918  -2.022  -0.942  0.003
H  2.376  -5.334  -1.468  0.000
C  0.491  0.064  4.096  -0.008
C  2.037  0.065  0.718  -0.003
C  -0.821  0.057  3.728  0.008
B  -3.181  2.610  -0.693  0.006
C  0.045  4.405  -0.345  0.002
C  2.736  -3.880  -3.008  -0.032
C  1.076  0.053  1.755  0.002
C  -1.336  4.326  -0.371  0.004
N  -1.694  3.043  -0.502  -0.008
H  0.655  5.285  -0.244  0.000
C  0.456  3.084  -0.473  0.009
C  1.496  0.065  3.101  0.010
N  -3.439  1.079  -0.503  -0.003
H  3.201  0.093  4.422  0.000
N  1.560  0.052  -0.654  0.002
H  -5.479  1.338  -0.112  0.000
H  -2.090  5.092  -0.304  0.000
N  -0.242  0.043  1.419  0.050
C  2.879  0.085  3.388  -0.002
H  -3.821  3.165  0.169  0.000
H  4.104  0.095  0.233  0.000
C  3.790  0.100  2.371  0.002
H  0.461  -4.132  -0.502  0.000
C  0.577  -2.462  -1.856  -0.057
C  -4.690  0.634  -0.318  0.005
C  -3.394  -1.073  -0.766  0.039

- 2S+1 = 2
- DFT total energy (a.u.) = -1308.6086
- net charge = 0
- lowest unoccupied orbital energy (spin up / spin down) (eV) = -0.68 / -0.67
- HOMO (spin up / spin down) (Ha) = -0.2307 / -0.2135


3.
ORCA calculation (ωB97M-V/def2-TZVPD) on a structure of composition C22H21BrF3N4S2Ti at a distorted geometry.

Each line ends with the Löwdin charge.
Element x y z (Å)
H  -3.094  1.540  -3.491  0.141
H  5.049  -1.837  3.306  0.118
C  1.612  -3.130  -3.562  0.067
H  1.636  -5.013  4.855  0.149
F  0.702  4.434  -3.682  0.202
C  -1.216  2.562  -3.178  0.094
H  0.637  -4.325  2.622  0.175
H  3.587  -2.213  -5.133  0.102
C  0.470  -3.344  -2.799  -0.023
H  3.887  -0.648  3.912  0.110
H  3.966  -1.019  2.170  0.072
H  1.286  -0.223  3.169  0.107
H  -0.734  -1.514  2.508  0.118
C  0.453  0.281  2.702  -0.124
N  -0.789  0.685  -1.225  -0.110
C  2.063  -1.163  -2.314  -0.057
C  4.051  -1.427  3.171  0.024
H  -1.378  3.303  -3.952  0.154
H  3.749  -3.293  5.229  0.155
C  0.205  -2.426  -1.822  -0.687
N  3.061  -2.497  3.343  -0.091
C  -1.799  0.213  1.789  -0.088
C  -0.666  -0.460  2.269  -0.242
H  -0.764  3.414  2.250  0.144
C  1.025  3.642  -2.676  -0.617
C  3.031  -3.355  4.428  0.017
C  -1.818  1.609  1.760  -0.006
H  -2.714  2.129  1.444  0.142
Br  -1.311  -2.586  -0.673  0.967
S  1.524  1.491  -0.370  0.877
C  -2.172  1.577  -2.928  0.029
H  -2.696  -0.348  1.560  0.135
C  1.997  -4.202  4.246  0.007
C  3.670  -1.769  -4.143  0.000
C  0.133  1.641  -1.449  -0.566
F  1.200  4.377  -1.574  0.167
H  -2.631  -0.140  -1.727  0.110
C  0.408  1.672  2.694  -0.044
C  2.064  -2.807  2.503  -0.647
H  -0.184  -4.189  -2.969  0.137
S  1.819  -2.212  0.883  0.782
C  -1.924  0.646  -1.952  -0.072
N  1.414  -3.844  3.051  0.104
Ti  0.265  -0.391  0.157  0.673
C  2.431  -2.024  -3.334  -0.192
H  3.870  -0.704  -4.252  0.098
C  -0.046  2.594  -2.437  -0.066
H  2.657  -0.291  -2.087  0.109
F  2.189  3.041  -2.955  0.154
C  -0.725  2.332  2.228  -0.002
H  1.246  2.242  3.074  0.143
H  1.867  -3.834  -4.346  0.151
N  0.955  -1.353  -1.564  -0.208
H  4.538  -2.221  -3.658  0.110

- DFT total energy (a.u.) = -5588.5565
- net charge = +3
- lowest unoccupied orbital energy (eV) = -11.21
- HOMO (Ha) = -0.6526


4.
ORCA calculation (ωB97M-V/def2-TZVPD) on a structure of composition C22H21Cl2F10MnN5O4S.

Each line ends with the Mulliken spin population.
Element x y z (Å)
O  -3.317  0.276  4.286  0.000
C  -3.111  2.113  -3.690  0.000
C  -2.442  1.257  -4.537  0.005
C  -0.864  -2.240  -1.672  0.007
C  -1.633  1.600  -1.757  0.012
F  0.097  0.036  -2.300  0.008
C  0.688  -2.917  -3.250  0.000
H  -0.011  4.253  2.250  0.004
C  -2.725  2.287  -2.374  0.005
F  -3.457  3.205  -1.688  0.000
O  -1.816  -1.152  3.155  0.011
H  2.610  0.446  -1.129  -0.018
F  5.914  -3.538  1.639  0.000
F  1.707  -1.827  0.361  0.017
H  0.204  2.474  4.114  0.002
C  1.628  1.035  3.351  0.021
C  4.944  -1.700  2.819  -0.001
H  1.048  -2.680  -1.126  -0.001
N  1.682  0.041  2.294  0.040
Cl  -2.714  -1.043  4.287  -0.001
C  0.244  1.662  3.371  0.060
C  0.463  3.422  1.701  0.050
H  -2.062  2.828  2.581  0.012
H  -3.184  -1.215  -2.305  0.000
H  -3.480  -2.819  -3.013  0.001
C  2.150  1.290  -0.603  0.115
F  6.026  -1.648  3.622  0.000
Cl  3.561  2.016  0.365  0.007
N  -0.144  2.150  2.046  -0.063
C  -1.350  0.587  -4.009  0.005
F  4.119  0.102  4.012  0.000
H  2.394  1.810  3.205  -0.008
F  -0.662  -0.265  -4.801  0.001
F  -4.169  2.806  -4.160  0.000
F  3.695  -3.552  -0.005  0.000
H  -1.865  3.529  0.250  -0.005
H  -1.090  -3.964  -3.980  0.000
C  2.731  -0.769  2.226  0.017
F  -2.834  1.069  -5.821  0.000
H  1.795  0.602  4.343  -0.001
O  -1.971  -1.226  5.512  0.000
C  -2.867  -1.911  -3.079  0.002
H  0.379  3.599  0.629  -0.007
C  3.915  -0.801  3.020  0.004
N  0.350  -2.829  -1.839  0.001
H  1.242  -2.033  -3.579  0.000
H  -0.738  -2.443  -4.845  0.000
H  1.959  2.074  -1.337  -0.002
H  1.524  3.392  1.940  -0.001
H  -3.009  -1.450  -4.058  0.000
C  -2.004  2.455  0.440  -0.032
N  -1.471  -2.198  -2.889  0.001
C  3.788  -2.654  0.998  0.000
H  -3.079  2.265  0.374  0.004
C  4.908  -2.646  1.812  0.012
C  -1.602  2.127  1.864  0.045
O  -3.746  -2.047  4.191  0.000
C  -0.968  0.758  -2.703  0.009
S  -1.482  -1.653  -0.246  0.000
Mn  0.412  0.487  0.580  4.716
H  -0.479  0.904  3.666  -0.030
C  2.772  -1.761  1.207  0.005
N  -1.221  1.654  -0.495  -0.024
H  1.268  -3.813  -3.470  0.000
H  -1.945  1.126  2.126  -0.007
C  -0.705  -2.939  -3.875  0.001

- 2S+1 = 6
- DFT total energy (a.u.) = -4893.6951
- net charge = -2
- lowest unoccupied orbital energy (spin up / spin down) (eV) = 4.20 / 4.19
- HOMO (spin up / spin down) (Ha) = -0.0630 / -0.0799


5.
ORCA calculation (ωB97M-V/def2-TZVPD) on a structure of composition C22H21IN7O2STi at a distorted geometry.

Each line ends with the Mulliken spin population.
Element x y z (Å)
C  -2.125  0.853  -1.448  0.081
H  1.166  1.321  -2.072  0.008
H  2.114  5.403  -1.098  0.002
N  -1.686  0.824  -0.189  -0.034
H  0.983  -3.354  -0.733  0.009
C  -2.067  -3.598  0.010  0.008
N  0.934  1.881  -0.116  -0.030
H  -5.312  -1.754  -0.926  0.000
C  -3.235  2.554  0.349  -0.027
H  -4.428  3.315  -1.264  0.005
H  -1.914  1.557  1.731  0.005
N  3.803  0.108  -0.521  0.364
C  2.023  -3.165  -0.486  -0.011
C  1.484  4.117  0.495  -0.018
N  1.536  0.615  4.481  0.006
H  -3.407  1.713  -2.910  -0.001
H  2.655  -3.784  -1.133  0.014
N  -0.092  1.970  5.774  0.004
O  5.168  0.451  -0.268  0.029
H  1.901  3.590  -2.818  0.000
C  1.661  3.415  -1.779  -0.015
C  -4.100  -3.493  -1.281  0.001
C  -2.349  -2.378  0.632  -0.006
C  1.233  2.157  -1.385  0.034
H  4.420  -2.699  0.903  -0.001
H  4.843  -2.918  -0.780  -0.001
Ti  0.086  -0.160  0.330  0.962
O  0.013  -1.411  -1.078  -0.036
C  -3.536  -1.736  0.269  0.012
H  2.185  -3.510  0.541  0.018
C  1.784  4.409  -0.824  0.017
H  0.844  2.547  1.832  0.008
C  -3.098  1.738  -1.874  -0.029
C  2.323  -1.709  -0.632  0.350
C  -2.926  -4.148  -0.928  0.000
H  -3.653  3.190  1.118  -0.001
C  3.614  -1.190  -0.393  0.006
C  1.323  0.329  3.246  0.031
H  5.117  1.409  -0.311  0.002
C  0.634  1.325  5.140  -0.001
H  -2.670  -5.094  -1.391  0.000
N  1.241  0.057  2.112  -0.018
I  1.640  5.514  2.000  0.000
H  -3.786  -0.796  0.748  0.001
C  -3.662  2.612  -0.963  0.044
C  -4.399  -2.281  -0.672  -0.001
H  -1.147  -4.105  0.270  0.003
S  -1.218  -1.696  1.815  -0.006
H  -1.668  0.121  -2.105  -0.004
H  5.653  -1.672  0.172  0.001
C  4.700  -2.160  -0.005  -0.016
C  1.064  2.825  0.810  0.032
H  -4.771  -3.921  -2.017  0.000
C  -2.245  1.652  0.702  0.073
N  1.347  -0.840  -1.078  0.128

- 2S+1 = 3
- DFT total energy (a.u.) = -2930.0978
- net charge = -1
- lowest unoccupied orbital energy (spin up / spin down) (eV) = 2.04 / 2.04
- HOMO (spin up / spin down) (Ha) = -0.1073 / -0.1746


Going through the records in order, we get energy relative to the best compared isomer or geometry (same formula, charge and spin) values of 0.0; 35.3; 11.0; 13.3; 29.6 kcal per mole.